Entry 1:
{"formula": "C3H2O2", "method": "ωB97M-V/def2-TZVPD", "elements": ["C", "C", "C", "O", "O", "H", "H"], "coordinates": [[-0.72, -0.28, 0.58], [-2.19, -0.53, 0.37], [-0.45, 0.74, -0.60], [-0.47, 1.09, 0.69], [-2.76, 0.10, -0.43], [-0.13, -0.85, 1.10], [0.47, 0.65, -1.07]], "lowdin_charge": [-0.1813, -0.1076, 0.0301, 0.0115, 0.1028, 0.0697, 0.0749], "relative_energy_kj_mol": 493.4, "homo_ev": [-8.455, -9.414], "lumo_energy_ev": [-0.50, -0.27], "homo_lumo_gap_ev": [7.957, 9.141], "energy_ha": -265.76333, "total_charge": 0}

***

Entry 2:
{"formula": "H21O11", "method": "ωB97M-V/def2-TZVPD", "elements": ["O", "H", "O", "H", "H", "O", "H", "H", "O", "H", "H", "O", "H", "H", "O", "H", "H", "O", "H", "H", "O", "H", "H", "O", "H", "H", "O", "H", "H", "O", "H", "H"], "coordinates": [[0.09, 0.64, 0.04], [-0.20, -0.16, -0.34], [2.29, 0.81, 1.37], [1.38, 0.74, 0.96], [2.99, 0.85, 0.71], [0.30, -3.46, -1.11], [-0.58, -3.28, -1.42], [0.39, -2.98, -0.32], [-1.87, -1.02, -1.22], [-2.52, -0.36, -1.05], [-1.81, -1.74, -0.56], [2.02, 2.15, -1.31], [2.17, 1.67, -2.15], [1.35, 1.66, -0.82], [-0.13, 3.11, 0.75], [-0.74, 3.42, 0.06], [-0.05, 2.16, 0.56], [-1.73, 1.91, -1.69], [-1.30, 1.35, -1.06], [-2.23, 1.44, -2.38], [0.97, -1.78, 1.11], [1.77, -1.71, 1.70], [0.71, -0.83, 0.91], [-0.60, -1.23, 3.28], [-0.28, -1.24, 2.38], [0.06, -1.74, 3.74], [-2.11, 0.58, 1.49], [-1.38, 0.65, 0.89], [-2.79, 0.78, 0.84], [1.67, -0.80, -1.87], [1.17, -0.23, -1.29], [0.96, -1.34, -2.23]], "lowdin_charge": [-0.3931, -0.0475, -0.0943, -0.0335, 0.0321, -0.0273, 0.0048, -0.0367, -0.0413, 0.0178, 0.0678, -0.0866, 0.0398, -0.0338, -0.0735, 0.0274, -0.0544, -0.0464, -0.0491, 0.0510, -0.1045, 0.0959, 0.0178, -0.0638, -0.0323, 0.0148, -0.0490, -0.0610, 0.0198, -0.0434, -0.0460, 0.0283], "relative_energy_kj_mol": 172.0, "homo_ev": -6.718, "lumo_energy_ev": 2.66, "homo_lumo_gap_ev": 9.378, "energy_ha": -840.27882, "total_charge": -1}